[1]
The following is a quantum chemistry calculation of a structure of composition C35H37Cl5MoN3O4P2Te, from OMol25.

Computed properties:
Spin multiplicity ... 1
LUMO (alpha / beta) ... -4.4 / -3.8 eV
Total charge ... +1

Each line ends with the Löwdin charge.
Element x y z (Å)
Mo  0.2985  0.0627  -1.3026  0.568
N  -0.7388  -2.4069  0.5712  -0.115
P  0.3489  -2.2990  -0.7346  0.855
C  1.7266  -3.3191  -0.1373  -0.351
C  1.7995  -3.7376  1.1873  -0.090
C  2.8641  -4.5223  1.6159  -0.065
C  3.8627  -4.8879  0.7278  -0.064
C  3.8002  -4.4661  -0.5956  -0.060
C  2.7404  -3.6848  -1.0246  -0.128
C  -0.4394  -3.3414  -2.0153  -0.347
C  0.1350  -3.4649  -3.2829  -0.135
C  -0.4789  -4.2251  -4.2653  -0.063
C  -1.6854  -4.8606  -4.0027  -0.064
C  -2.2739  -4.7299  -2.7556  -0.063
C  -1.6561  -3.9734  -1.7675  -0.080
C  -1.7782  -1.5033  0.5943  -0.380
C  -2.9533  -1.7859  1.2885  -0.005
C  -3.9780  -0.8723  1.2546  -0.030
C  -3.8191  0.3011  0.5259  -0.040
C  -2.6247  0.5209  -0.1060  -0.129
N  -1.5930  -0.3563  -0.0844  -0.020
H  -0.9452  -3.3086  0.9778  0.110
H  1.0489  -3.4389  1.9067  0.098
H  2.9087  -4.8451  2.6478  0.111
H  4.6906  -5.4976  1.0647  0.112
H  4.5780  -4.7454  -1.2945  0.114
H  2.7120  -3.3566  -2.0554  0.059
H  1.0622  -2.9566  -3.5165  0.040
H  -0.0173  -4.3151  -5.2398  0.113
H  -2.1665  -5.4514  -4.7709  0.112
H  -3.2170  -5.2171  -2.5455  0.111
H  -2.1471  -3.8760  -0.8089  0.092
H  -3.0427  -2.7190  1.8293  0.121
H  -4.8985  -1.0685  1.7886  0.124
H  -4.6018  1.0410  0.4622  0.121
H  -2.4593  1.4381  -0.6425  0.094
Cl  -4.3685  3.6238  -5.5594  0.716
C  -3.2077  3.1197  -4.4046  -0.705
C  -2.8198  1.7847  -4.3408  -0.694
Cl  -3.5047  0.6099  -5.3862  0.726
C  -1.8632  1.4065  -3.4126  -0.544
Cl  -1.3977  -0.2705  -3.2486  0.754
C  -1.2726  2.3042  -2.5287  -0.467
O  -0.3559  1.9248  -1.6421  -0.381
C  -1.6892  3.6332  -2.5895  -0.586
Cl  -0.9951  4.7511  -1.4743  0.767
C  -2.6456  4.0396  -3.5152  -0.687
Cl  -3.1410  5.6790  -3.5581  0.725
C  3.1525  1.5235  3.3562  -0.062
C  1.6833  1.6246  3.0225  -0.237
O  1.2840  0.7873  1.8929  -0.298
P  1.7767  0.9666  0.3909  0.577
O  1.8964  2.5538  0.3101  -0.272
C  2.4809  3.2738  -0.8009  -0.275
C  2.7210  4.6924  -0.3545  -0.062
O  3.3333  0.6061  0.3870  -0.323
C  3.8223  -0.7242  0.6628  -0.297
C  5.3279  -0.6767  0.6890  -0.047
H  3.3441  2.1410  4.2353  0.091
H  3.7776  1.8838  2.5420  0.075
H  3.4353  0.4971  3.5947  0.083
H  1.3962  2.6515  2.8019  0.115
H  1.0686  1.2600  3.8420  0.117
H  1.7881  3.2238  -1.6393  0.089
H  3.4152  2.7829  -1.0781  0.111
H  1.7876  5.1574  -0.0359  0.066
H  3.1308  5.2725  -1.1822  0.088
H  3.4269  4.7247  0.4758  0.084
H  3.4670  -1.3975  -0.1127  0.044
H  3.4154  -1.0581  1.6198  0.114
H  5.7056  -0.2165  -0.2247  0.086
H  5.7269  -1.6895  0.7562  0.082
H  5.6904  -0.1004  1.5401  0.081
N  -1.1988  2.5584  1.4394  0.128
C  -2.1966  2.4963  2.4038  -0.332
C  -3.2694  3.3878  2.3891  -0.043
C  -4.3058  3.2477  3.3003  -0.088
C  -4.2999  2.2175  4.2333  -0.104
C  -3.2261  1.3370  4.2534  -0.095
C  -2.1832  1.4716  3.3502  -0.055
H  -1.0711  3.4326  0.9557  0.057
H  -0.3476  2.0683  1.6484  0.028
H  -3.2850  4.1916  1.6603  0.110
H  -5.1261  3.9546  3.2824  0.105
H  -5.1115  2.1113  4.9401  0.099
H  -3.1987  0.5358  4.9825  0.104
H  -1.3444  0.7822  3.3718  0.102
Te  2.3091  -0.2894  -2.7359  0.606


[2]
The following is a quantum chemistry calculation of a structure of composition C35H37ClNOP2RuSSe4, from OMol25.

Computed properties:
Spin multiplicity ... 6
LUMO (alpha / beta) ... 0.4 / -1.4 eV
Energy above the lowest of the compared OMol25 structures with the same formula, charge and spin ... 0.00 kcal/mol

Each line ends with the Löwdin spin population.
Element x y z (Å)
Ru  -0.0143  0.1432  0.1053  0.855
C  3.3058  0.5072  1.4629  -0.001
N  2.8394  0.2730  2.8253  0.000
C  1.6877  -0.5521  3.1133  -0.001
P  0.1018  0.1437  2.4785  0.032
C  -1.0625  -0.9300  3.3913  0.017
C  -0.8422  -2.3089  3.4303  -0.001
C  -1.7079  -3.1416  4.1201  0.001
C  -2.8142  -2.6133  4.7698  -0.001
C  -3.0390  -1.2467  4.7369  0.002
C  -2.1651  -0.4080  4.0606  0.010
C  -0.0621  1.7359  3.3350  0.005
C  -1.0636  2.6049  2.9026  0.003
C  -1.2703  3.8121  3.5521  0.000
C  -0.4722  4.1659  4.6298  0.000
C  0.5311  3.3089  5.0602  0.000
C  0.7360  2.0969  4.4190  0.001
C  3.8226  0.4179  3.8218  0.000
C  3.9762  -0.4994  4.8646  0.000
C  4.9504  -0.3060  5.8338  0.000
C  5.8008  0.7853  5.7760  0.000
C  5.6641  1.6909  4.7328  0.000
C  4.6871  1.5163  3.7691  0.000
P  2.3345  -0.2132  0.0655  0.019
C  3.4264  0.3984  -1.2770  0.009
C  4.7513  -0.0431  -1.3213  0.000
C  5.6218  0.4290  -2.2878  0.002
C  5.1790  1.3460  -3.2325  0.000
C  3.8633  1.7767  -3.2082  0.003
C  2.9909  1.3053  -2.2360  0.023
C  2.7997  -1.9788  0.0710  0.000
C  3.5178  -2.5803  1.0981  0.000
C  3.8327  -3.9336  1.0360  0.000
C  3.4419  -4.6880  -0.0576  0.000
C  2.7323  -4.0887  -1.0927  0.000
C  2.4072  -2.7464  -1.0251  0.004
H  4.3363  0.1470  1.3623  0.000
H  3.3281  1.5772  1.2206  0.000
H  1.5890  -0.6465  4.1935  0.000
H  1.7560  -1.5700  2.7076  0.000
H  0.0115  -2.7313  2.9173  0.000
H  -1.5197  -4.2080  4.1508  0.000
H  -3.4948  -3.2644  5.3024  0.000
H  -3.8974  -0.8248  5.2429  0.000
H  -2.3509  0.6571  4.0534  0.001
H  -1.6727  2.3433  2.0435  0.005
H  -2.0468  4.4790  3.2014  0.000
H  -0.6264  5.1128  5.1309  0.000
H  1.1600  3.5828  5.8974  0.000
H  1.5252  1.4479  4.7723  0.000
H  3.3466  -1.3771  4.9177  0.000
H  5.0496  -1.0286  6.6337  0.000
H  6.5613  0.9291  6.5312  0.000
H  6.3173  2.5522  4.6749  0.000
H  4.5742  2.2461  2.9790  0.000
H  5.1033  -0.7773  -0.6061  0.000
H  6.6442  0.0746  -2.3091  0.000
H  5.8572  1.7129  -3.9918  0.000
H  3.5040  2.4764  -3.9509  0.000
H  1.9570  1.6212  -2.2571  0.017
H  3.8547  -2.0050  1.9528  0.000
H  4.3942  -4.3899  1.8412  0.000
H  3.6963  -5.7388  -0.1109  0.000
H  2.4313  -4.6724  -1.9536  0.000
H  1.8288  -2.2842  -1.8183  0.010
Se  -0.1653  -0.0651  -2.2491  0.999
Se  -3.4112  -0.6389  -4.2756  0.977
Se  -4.3347  0.7692  -2.9354  1.034
Se  -2.3819  0.2472  0.2895  0.924
Cl  -1.0799  3.2716  -0.5170  0.014
C  0.2712  2.1947  0.0216  -0.014
H  0.5950  2.6088  0.9755  0.001
H  1.0460  2.4190  -0.7047  0.004
C  -1.8622  -3.1379  -1.4078  0.013
S  -1.4288  -2.9763  0.3194  0.012
C  -0.8345  -4.6525  0.5564  0.002
O  -0.1365  -2.1906  0.3758  -0.002
H  -2.6514  -3.8861  -1.4864  0.000
H  -0.9804  -3.4207  -1.9813  0.002
H  -2.2259  -2.1687  -1.7385  0.016
H  -1.6498  -5.3537  0.3832  0.000
H  -0.4953  -4.7344  1.5873  0.000
H  -0.0014  -4.8359  -0.1224  0.000


[3]
The following is a quantum chemistry calculation of a structure of composition C35H37F3GeN4O5OsS, from OMol25.

Computed properties:
Spin multiplicity ... 2
LUMO (alpha / beta) ... -3.7 / -3.6 eV
Total charge ... +1
Energy above the lowest of the compared OMol25 structures with the same formula, charge and spin ... 65.10 kcal/mol

Each line ends with the Löwdin spin population.
Element x y z (Å)
Os  1.2212  1.0561  2.1939  0.820
N  -5.0480  -4.6738  1.1409  0.001
C  -4.0633  -3.8578  1.6185  0.001
C  -2.7143  -4.1537  1.3799  0.000
C  -1.7257  -3.3295  1.8675  0.001
C  -2.0575  -2.1916  2.5937  0.001
C  -3.3986  -1.8867  2.8402  0.001
C  -4.3881  -2.7062  2.3519  0.000
S  -0.8236  -1.2721  3.3815  0.003
O  -1.3717  -0.7526  4.5971  0.003
O  0.4219  -1.9797  3.3390  -0.001
N  -0.4555  0.1336  2.4727  0.079
C  -1.2722  1.2579  2.4868  0.007
N  -0.4344  2.3224  2.4157  0.009
C  -0.9690  3.5458  2.4048  -0.002
C  -2.3371  3.6850  2.4625  0.009
C  -3.1007  2.5208  2.5222  -0.002
N  -2.5844  1.2920  2.5302  0.009
H  -4.8167  -5.5601  0.7362  0.000
H  -6.0020  -4.5251  1.4096  0.000
H  -2.4485  -5.0533  0.8368  0.000
H  -0.6913  -3.5891  1.7266  0.000
H  -3.6472  -1.0176  3.4319  0.000
H  -5.4276  -2.4796  2.5576  0.000
H  -0.2937  4.3888  2.3586  0.000
H  -2.7965  4.6616  2.4624  0.001
H  -4.1826  2.5777  2.5654  0.000
C  1.4786  0.9928  -6.8812  0.000
C  0.1246  0.8428  -6.6197  0.000
C  -0.2966  0.4268  -5.3638  0.000
C  0.6314  0.1553  -4.3603  0.000
C  1.9916  0.3099  -4.6355  0.000
C  2.4133  0.7273  -5.8891  0.000
Ge  0.0803  -0.3153  -2.5746  0.000
C  -1.8133  -0.5262  -2.2648  0.000
C  -2.7035  0.5443  -2.1465  0.000
C  -4.0485  0.3172  -1.8939  0.000
C  -4.5254  -0.9803  -1.7676  0.000
C  -3.6543  -2.0515  -1.8912  0.000
C  -2.3063  -1.8246  -2.1296  0.000
C  1.1032  -1.8271  -1.9521  0.000
C  1.2444  -2.1681  -0.6084  0.000
C  2.0275  -3.2522  -0.2316  0.000
C  2.6469  -4.0329  -1.1976  0.000
C  2.4857  -3.7280  -2.5402  0.000
C  1.7260  -2.6279  -2.9140  0.000
H  1.8076  1.3137  -7.8614  0.000
H  -0.6038  1.0553  -7.3919  0.000
H  -1.3574  0.3132  -5.1667  0.000
H  2.7308  0.1026  -3.8685  0.000
H  3.4696  0.8487  -6.0931  0.000
H  -2.3599  1.5648  -2.2624  0.000
H  -4.7274  1.1563  -1.8051  0.000
H  -5.5777  -1.1556  -1.5814  0.000
H  -4.0245  -3.0637  -1.7999  0.000
H  -1.6329  -2.6717  -2.2122  0.000
H  0.7544  -1.5775  0.1584  0.000
H  2.1552  -3.4852  0.8201  0.000
H  3.2496  -4.8834  -0.9033  0.000
H  2.9635  -4.3363  -3.2976  0.000
H  1.6275  -2.3876  -3.9663  0.000
C  1.8983  4.4784  0.2959  0.000
C  2.9559  3.5420  0.8325  0.006
O  2.5876  2.8879  2.0682  0.015
C  2.7945  3.7482  3.2233  0.001
C  2.7299  3.0199  4.5416  0.001
H  2.2698  4.9378  -0.6203  0.000
H  1.6722  5.2869  0.9938  0.000
H  0.9809  3.9404  0.0528  0.000
H  3.8951  4.0660  1.0151  0.001
H  3.1515  2.7411  0.1265  0.000
H  2.0523  4.5502  3.1879  0.000
H  3.7816  4.1963  3.0972  0.000
H  1.7526  2.5843  4.7356  0.000
H  2.9299  3.7431  5.3332  0.000
H  3.4745  2.2298  4.5994  0.000
C  4.4236  -1.1501  2.0987  -0.001
C  3.2163  -0.3065  2.1729  0.002
O  2.4633  -0.0507  1.1593  0.030
O  2.7707  0.2399  3.2254  0.004
H  5.0420  -0.8323  1.2595  0.000
H  4.1043  -2.1765  1.9070  0.000
H  4.9777  -1.1022  3.0317  0.000
F  1.8579  1.6991  -1.5780  0.000
C  0.5327  1.4359  -1.6386  0.000
F  -0.0317  2.4436  -2.3572  0.000
F  0.0446  1.6587  -0.3546  0.003